(1)
The following is a quantum chemistry calculation of a structure of composition C28H42BrN3P2Pb at a distorted geometry, from OMol25.

XYZ file:
```
77
Properties=species:S:1:pos:R:3:forces:R:3:mulliken_charge:R:1
H -4.3662 4.3260 -0.7253 -0.05 -0.31 -0.33 0.51
C -3.7343 3.6089 -0.2181 -0.03 -0.64 0.48 -0.52
C -2.3417 3.7971 -0.1661 0.15 -0.53 -0.06 0.51
N 3.2845 3.2862 -2.6158 0.46 0.56 -0.45 -0.42
H 4.3783 -0.5301 -2.5165 -0.33 0.12 -0.12 0.25
H 3.4869 0.2112 -3.8597 0.09 -0.07 0.22 0.42
H 0.0289 -3.7532 4.9293 0.00 0.05 0.03 0.47
H 3.6121 -2.6795 -2.1501 -0.06 0.02 0.17 0.27
H 3.9812 4.0850 -0.8293 -0.50 -0.13 -0.24 0.42
H -3.8164 -0.1473 -4.3648 0.10 -0.20 0.16 0.41
C -4.2950 2.4504 0.3823 -0.44 0.40 -0.56 -0.47
H 5.1877 0.1067 -0.5197 -0.21 0.03 0.18 0.22
P -1.7930 -1.8890 -1.6585 0.00 0.72 1.49 0.40
H 0.2963 3.6893 -4.0899 0.26 0.45 0.21 0.44
C 3.8643 -2.7483 -1.0880 0.39 -0.30 -0.09 -1.37
H -0.5748 -4.4371 -4.1771 -0.17 0.19 0.16 0.43
H 5.2204 0.8894 1.0571 -0.06 -0.18 -0.10 0.43
H 4.8061 -2.2095 -0.9347 -0.29 -0.06 -0.01 0.25
C 0.8481 4.5684 -2.1569 0.36 -0.55 -0.17 0.66
H -4.8641 -4.0664 -1.0481 0.21 0.08 -0.12 0.44
H -0.5328 3.2062 0.8762 -0.36 0.31 0.36 0.55
C -1.1430 -0.7911 4.0811 0.47 -1.34 -0.68 -0.26
H -3.7226 -0.3903 -1.8588 0.30 -0.24 -0.05 0.32
C -1.6148 3.0790 0.8067 -0.59 0.09 0.53 -0.44
C -0.5227 4.7954 -1.7291 -1.41 -0.94 1.41 0.12
C 1.0939 3.8943 -3.3704 0.03 -0.33 0.15 -0.36
Br -4.0068 -0.7230 1.2904 -1.12 2.27 0.63 -0.27
H -2.2396 0.3044 -2.5032 -0.09 -0.25 0.07 0.44
H -4.8062 -2.4348 -1.6748 0.13 -0.01 -0.02 0.27
C 2.7434 -2.2732 -0.1729 -0.36 -0.09 0.16 -0.79
H 1.8884 -2.9622 -0.2692 0.22 0.02 0.10 0.38
C -1.5713 4.5471 -1.1321 2.09 0.48 -0.49 -0.84
H 2.5627 2.7342 -4.4866 -0.16 0.13 0.51 0.40
C 2.2069 -0.2716 -2.2145 -0.54 0.00 0.14 -0.20
C 3.1236 4.0210 -1.5148 -0.65 0.16 -0.33 -0.58
C -2.2623 2.1425 1.6801 0.55 0.56 -0.40 -0.96
H -3.0892 -2.8549 0.1181 0.23 -0.21 -0.36 0.29
H 3.1251 1.5148 -0.1404 -0.09 -0.15 0.08 -0.08
H -2.3566 -4.1263 -0.8535 0.01 0.30 -0.03 0.49
H 3.0729 -2.3192 0.8749 -0.15 -0.07 -0.12 0.62
H -3.8784 -1.8683 -3.9477 0.11 0.22 0.03 0.24
C 4.6865 0.1443 0.4535 0.53 0.10 -0.02 -1.34
P 1.9940 -0.5993 -0.3974 0.39 0.11 -0.41 0.41
H -1.8335 1.8268 2.6403 0.00 0.04 -0.66 0.78
C -4.2341 -3.3638 -1.6094 -0.50 -0.37 -0.17 -1.37
C -2.8937 -3.1698 -0.9207 -0.29 -0.12 0.09 -0.51
C 1.9156 4.6717 -1.2326 -0.28 -0.28 0.12 -0.21
C 3.5602 0.1575 -2.7637 0.46 0.09 -0.19 -1.42
Pb -1.4173 -0.2042 0.9464 3.00 -1.31 -2.36 1.31
H -0.8707 -1.4263 6.1616 0.08 -0.17 0.16 0.43
C -1.2943 -3.9681 -3.4927 -0.15 -0.31 -0.28 -1.35
N -0.4262 -2.6409 3.1796 -0.57 1.13 0.63 -0.09
C -0.7931 -1.6563 5.1167 0.09 -0.14 -0.06 -0.79
C -3.4565 1.7168 1.1634 -1.13 -0.13 0.32 0.18
C -0.3388 -2.8278 4.5162 -0.27 0.74 -0.44 -0.24
H -5.3401 2.1769 0.2198 0.38 0.07 -0.05 0.52
H 1.7771 5.1014 -0.2364 -0.03 0.18 -0.52 0.50
H -1.5121 0.2222 4.1317 -0.07 -0.12 0.04 0.46
H 3.8468 1.1649 -2.4385 -0.08 -0.41 0.03 0.21
H -1.5149 -4.7033 -2.7110 0.06 0.12 -0.19 0.29
H -2.2212 -3.7849 -4.0527 0.28 -0.03 0.12 0.26
H -0.1545 -3.2563 2.4309 -0.01 -0.07 0.04 0.14
H -2.3815 -1.1435 -4.5458 -0.10 0.02 0.12 0.32
H -4.1178 -3.7627 -2.6217 -0.05 0.05 0.17 0.23
H 2.8314 0.6800 1.3863 0.20 0.16 -0.15 0.48
H 4.0677 -3.8059 -0.8747 -0.02 0.20 -0.08 0.43
C -2.8415 -0.6210 -2.4798 0.05 0.15 -0.33 -0.37
C -3.2519 -0.9703 -3.9058 -0.34 0.03 -0.45 -1.33
C 3.2229 0.5447 0.3661 -0.37 0.09 0.41 -0.07
C -0.7193 -2.6814 -2.9051 0.50 -0.19 -0.03 -0.25
N -0.9342 -1.4021 2.8921 0.43 -0.69 1.01 0.20
C 2.3362 3.2749 -3.5573 -0.25 0.35 0.51 -0.48
H 4.8338 -0.8253 0.9367 -0.08 0.13 0.00 0.31
H 1.8539 -1.1728 -2.7402 -0.03 0.23 0.13 0.25
H -0.4722 -1.9635 -3.7056 -0.12 -0.12 0.42 0.50
H 1.4743 0.5268 -2.4184 0.10 -0.21 -0.15 0.35
H 0.2259 -2.9019 -2.3725 -0.34 0.10 -0.30 0.14
```
Forces are in eV/Å.

Computed properties:
**HOMO energy (spin up / spin down)**: -13.34 / -13.34 eV
**Relative energy (zero: lowest compared OMol25 entry of this formula, charge and spin)**: 0.760 eV
**Charge**: +2
**Orbital gap (spin up / spin down)**: 5.2 / 5.2 eV

(2)
The following is a quantum chemistry calculation of a cluster of 6 separate species, C28H42F2O8S4 in total at a distorted geometry, from OMol25.

XYZ file:
```
84
Properties=species:S:1:pos:R:3:forces:R:3:mulliken_charge:R:1
C 0.1662 -4.7709 1.8089 -0.34 -1.27 5.01 -0.40
H -0.0858 5.0271 1.4779 -0.98 -0.24 -0.46 0.46
H 0.2642 -3.5169 0.0489 -1.02 0.00 -0.47 0.23
C 0.2182 -4.4169 -5.1781 -0.06 -4.10 6.34 -0.96
H -0.1958 -1.0639 -1.7381 -0.41 -4.41 0.24 0.48
C -1.6768 0.4601 -1.4431 0.36 -5.24 -1.18 -0.85
H -2.1588 -0.3219 -2.1561 0.04 1.53 1.47 0.24
C 0.3832 0.2361 -0.2901 2.32 -0.66 5.99 -1.16
C -2.0428 5.8061 1.0289 8.45 5.65 3.85 -0.96
H -3.1228 0.0861 0.2659 -0.99 -1.61 -0.09 0.62
O 0.7712 -1.9509 -4.6201 0.68 -1.46 1.22 -0.80
H 4.5352 0.6001 3.9539 -0.81 0.59 0.86 0.32
C 3.3622 0.1691 5.8409 1.05 -0.35 -0.31 -0.23
H 1.0892 -6.2519 -4.0251 -1.46 -0.85 0.51 0.30
C 2.5672 -5.0079 -4.8091 -2.33 -2.05 1.48 -1.13
C 2.7972 -0.5709 3.5559 2.23 0.21 -2.57 -0.03
C 1.1562 -5.6879 -4.9181 1.69 1.45 -4.49 -0.57
C -1.9918 5.1991 -2.2661 3.77 -1.35 0.73 0.46
H 0.3332 7.5601 -2.8411 3.44 0.51 -0.07 0.46
C 0.4692 -7.0599 0.9359 7.95 1.52 1.70 -1.01
H -2.3478 3.2371 1.9869 -2.90 -3.30 -0.80 0.40
C -0.6178 5.6851 -2.3381 -2.26 1.27 -0.13 -0.45
C 2.4842 -0.8159 6.3189 0.39 0.54 -3.98 0.22
H 3.9442 0.7511 6.6099 -0.65 -0.59 -1.09 0.33
H -3.7178 8.0241 -2.8971 0.84 -0.43 1.03 0.32
H 2.9812 -0.5659 2.3189 -0.30 0.38 3.63 0.05
C -1.5408 7.9451 -2.7031 -1.82 -0.39 1.17 -0.56
O 1.8542 -6.0819 -1.1351 0.40 0.02 -0.04 -0.75
C -1.6998 3.9251 2.2729 5.74 0.46 4.39 -0.72
H -1.2418 8.9821 -2.8191 -0.74 0.00 -0.34 0.38
F -2.2318 3.8471 -2.0151 0.37 1.38 -0.33 -0.25
O -1.6418 5.3851 4.5799 1.06 -0.48 1.65 -0.69
S -0.8768 -0.0539 0.9679 2.38 -3.58 -0.79 0.96
H -0.7178 3.5781 2.7709 -2.23 -0.80 0.02 0.27
H 0.3042 0.1591 -2.4241 -0.18 0.97 1.25 0.43
C -2.4238 6.4771 2.4059 -2.54 -3.31 -2.44 -0.97
H -1.7638 7.1221 2.8309 1.79 2.21 0.69 0.52
H 2.8342 -3.9019 -3.0031 0.25 -0.93 2.08 0.46
H -2.4338 1.5241 0.2769 0.69 0.40 0.07 -0.16
C -0.4998 7.0771 -2.5241 -1.52 -2.35 -0.29 -0.49
O -3.8018 4.7061 3.5659 -3.31 -1.58 1.04 -0.68
C 1.8352 -1.6989 5.3739 0.08 0.57 2.56 -0.43
S 0.6372 -5.8989 -0.3901 -2.24 0.42 -2.26 1.50
H 0.3612 -6.6069 3.0849 1.20 1.11 -1.64 0.30
H -0.4888 -7.2639 0.9499 -4.62 -1.73 0.36 0.61
H 0.0932 -3.9849 -6.0641 0.13 1.35 -3.89 0.53
S 0.8982 -3.2899 -3.9871 -3.44 3.50 -2.74 1.23
C -1.1178 4.6821 1.1899 1.11 -1.65 -2.49 0.18
H -3.4828 6.7861 2.3139 0.80 0.38 0.43 0.32
H 1.8282 -5.9729 2.3389 4.85 0.32 0.49 0.60
C 0.8762 -6.1119 2.1409 -7.83 -1.73 0.92 -0.97
F 2.3682 -0.8179 7.6249 -0.88 -0.96 1.18 -0.29
H 1.2312 -6.1959 -6.0051 -0.56 0.08 3.02 0.31
C 1.9632 -1.5849 3.9959 1.74 3.06 2.66 -0.13
H -1.6788 1.3531 -1.9271 -0.23 2.74 -1.03 0.44
C -2.8308 7.4321 -2.5481 -0.67 0.00 -1.58 -0.37
O -0.6188 0.7691 2.0629 0.03 2.40 2.74 -0.62
H -0.8408 -5.0089 1.5989 -1.79 -0.10 0.87 0.36
O -0.6478 -5.8849 -1.0921 0.95 -0.57 0.29 -0.72
C 0.6232 -4.3849 0.5619 6.43 1.68 -3.53 -0.32
H 3.3782 -5.6009 -4.6071 1.60 -2.15 1.74 0.56
H -1.0068 4.0461 0.1739 -0.23 1.38 2.33 -0.32
C 2.4982 -3.8329 -3.9831 1.37 1.52 0.02 -0.77
H 1.3822 -0.0759 -0.1301 0.78 -1.30 0.99 0.50
H 1.4212 -2.1239 3.3279 -1.50 -1.72 -1.63 0.40
H 1.7842 -4.1669 0.5599 -1.75 -0.25 0.32 0.21
C -3.0348 6.0311 -2.3491 -0.82 2.49 -0.04 -0.37
H 1.2952 -7.8589 1.0199 -1.87 0.75 -1.08 0.29
H -1.1558 6.4661 0.6789 -2.54 0.41 -0.73 0.08
H 0.3142 5.1571 -2.2731 -0.21 -0.83 0.01 0.43
H 2.7762 -4.9509 -5.7651 1.07 2.24 -5.03 0.53
H 3.0752 -3.0169 -4.3151 0.70 1.12 -0.95 0.46
H 0.2942 -4.0919 2.6899 -0.40 -0.16 -1.10 0.09
O -0.8738 -1.4879 1.2269 -0.85 0.52 -0.48 -0.58
H 0.5002 1.2161 -0.2201 0.31 4.90 0.27 0.72
H -0.7608 -4.6969 -4.7291 0.37 0.52 -0.49 0.36
C 3.6332 0.2041 4.4579 -1.15 -1.41 -1.47 -0.60
C -2.1998 0.5021 -0.0161 -0.05 1.58 -0.65 -0.23
H 1.1972 -2.4499 5.8029 -0.25 -0.28 0.09 0.37
O 0.2372 -3.5039 -2.7451 0.02 -0.10 1.44 -0.50
H -2.7778 5.7571 0.4419 -5.64 -0.63 -4.78 0.82
S -2.4538 5.0571 3.4699 1.43 1.49 -2.59 1.23
H -4.0348 5.6861 -2.1891 -0.38 -0.35 -0.20 0.44
C -0.1778 -0.1139 -1.4281 -4.10 1.62 -8.85 -0.78
```
Forces are in eV/Å.

Computed properties:
**HOMO energy**: -8.81 eV
**Relative energy (zero: lowest compared OMol25 entry of this formula, charge and spin)**: 0.000 eV
**Charge**: 0
**Structure (SMILES)**: O=S1(=O)CCCC1.O=S1(=O)CCCC1.O=S1(=O)CCCC1.O=S1(=O)CCCC1.Fc1ccccc1.Fc1ccccc1
**Orbital gap**: 9.2 eV

(3)
The following is a quantum chemistry calculation of a structure of composition C28H42GaNO3 at a distorted geometry, from OMol25.

XYZ file:
```
75
Properties=species:S:1:pos:R:3:forces:R:3:mulliken_charge:R:1
C -3.6269 1.7946 -1.0398 0.42 -0.70 -0.40 -1.52
C -0.7639 -0.9873 0.8654 0.15 2.31 -1.15 -1.03
C -3.9805 1.6408 1.4718 0.58 0.99 0.54 -1.56
C 5.0286 1.4181 0.6767 0.17 0.18 -1.14 1.54
H 2.2621 0.4028 -4.1011 -0.02 0.87 -0.21 0.37
C -1.2748 -2.2056 1.4335 1.79 -0.17 1.51 1.46
H 5.9787 1.9928 2.4837 -0.51 -0.45 0.28 0.47
H -0.9655 -5.0164 1.3257 0.07 0.22 -0.25 0.33
C 5.9566 0.2069 0.3323 -0.25 0.49 -0.38 -1.49
H -1.2690 1.0205 0.2665 0.14 0.08 -0.23 1.27
H -2.5784 -4.0282 3.0912 -0.52 -0.45 -0.07 0.35
H 5.1557 3.6306 0.4081 0.42 -0.83 -0.33 0.38
H -3.3324 -5.5765 2.5488 -0.05 0.78 -0.06 0.42
H 1.3785 4.1374 -2.0054 0.03 -0.32 -0.77 0.36
H 5.7749 2.6951 -1.0568 0.01 -0.03 1.70 0.35
O 3.0440 -0.5553 1.8289 -1.44 -0.36 0.03 -0.75
C -2.9904 -0.2556 0.4020 0.46 0.01 -0.70 -0.91
C -2.5441 -2.6220 1.0049 -1.66 -0.16 -1.06 -0.32
H 4.5739 0.7534 2.6772 0.91 1.14 -0.12 0.27
C -3.9524 0.8489 0.1609 -1.84 0.68 -0.31 1.79
O 0.4217 -0.7000 4.1069 0.87 -0.51 -0.90 -0.53
H -0.3218 -1.1746 4.4889 -0.22 -0.25 0.13 0.35
H 3.7543 2.4536 -1.5370 0.36 0.02 -0.09 0.26
C -5.4254 0.4000 -0.0525 -0.72 -0.11 -0.43 -1.97
C -3.3318 -4.4703 2.4078 -0.07 -0.44 0.51 -1.53
C 3.1258 1.7328 -1.0548 1.19 -0.69 2.40 0.57
C 1.5940 2.1537 -2.9918 -0.17 0.93 0.87 1.82
H -2.0235 -6.0102 0.3887 -0.01 0.79 -0.09 0.47
H -4.7479 2.4341 1.3917 0.53 -0.25 0.07 0.45
C 0.1313 2.0067 -3.4078 -0.85 -0.78 0.20 -1.81
H -0.6747 2.2292 -2.6607 1.03 0.15 -0.20 0.29
H -3.5876 -4.0415 -1.0613 -0.64 -0.30 0.55 0.42
H -5.5482 -0.2932 -0.9043 0.15 0.47 0.07 0.46
H 6.7355 2.7465 0.5102 -0.95 0.02 -0.50 0.45
C 1.9271 3.6771 -2.8629 -0.29 -0.25 0.94 -1.52
H -1.2538 -4.5955 -0.4028 -0.21 -0.08 0.30 0.35
H -4.1816 -5.4850 -0.1583 0.32 0.44 0.08 0.42
H 5.9540 -0.0271 -0.7610 -0.10 0.11 0.90 0.31
C -2.9035 -4.1133 0.9755 -1.04 0.18 0.08 1.76
H 2.3744 1.9666 -5.0302 -0.09 -0.19 0.32 0.43
H -0.0154 0.4183 -1.4599 0.65 0.15 0.33 1.05
C 2.7135 0.2320 0.7978 0.22 -0.52 -0.52 0.91
C -3.3852 -1.6091 0.5518 -0.90 -1.25 0.28 0.15
N 0.5853 -0.7681 0.9153 0.14 -0.59 0.66 0.17
H -4.4591 -1.8313 0.3211 1.31 -0.05 0.18 0.23
C -3.9881 -4.4007 -0.0817 -0.13 0.19 -0.31 -1.72
C 1.3800 0.0787 0.2149 -1.34 -0.42 -0.39 -0.47
C 1.8833 1.4770 -1.6416 -1.93 -0.12 -1.14 -0.23
H -0.0325 0.9444 -3.6730 -0.11 0.49 -0.26 0.38
H 6.9740 0.4787 0.6072 0.09 0.07 -0.06 0.46
C -1.6331 0.0208 0.4212 0.15 -0.94 0.68 -0.53
H 1.6605 4.1837 -3.7951 0.19 -0.01 0.23 0.46
H 4.2676 2.5109 2.3836 0.51 -0.50 -0.13 0.37
C 3.5954 1.1488 0.1362 0.58 0.17 -0.40 -1.01
H 2.9751 3.8446 -2.6020 -0.03 0.08 -0.53 0.36
H -4.3759 2.6078 -1.0676 0.37 -0.54 -0.13 0.48
C 0.9630 0.6528 -1.0221 0.96 0.24 0.44 -0.31
C -1.7202 -4.9488 0.5316 0.95 -1.00 0.41 -1.64
H -4.3407 -4.0774 2.6797 0.77 -0.22 -0.31 0.32
H -3.6088 1.2132 -2.0008 -0.42 0.53 0.79 0.36
H 5.7292 -0.6679 0.9340 -0.30 -0.24 -0.14 0.37
H -2.6365 2.2584 -1.0018 -0.06 0.05 0.35 0.30
C 5.6958 2.6972 0.0921 -0.03 0.33 -1.20 -1.63
O -0.5546 -2.7911 2.3736 1.23 0.72 -1.36 -0.71
H -0.0890 2.6486 -4.2642 0.13 -0.28 -0.05 0.43
H -6.0838 1.3020 -0.2432 0.87 -1.04 0.20 0.38
H 3.5791 1.5300 -3.7762 -0.97 0.26 -0.17 0.30
C 2.4852 1.4988 -4.0416 1.15 -1.06 -0.05 -1.50
Ga 1.4340 -1.7624 2.2955 -1.32 1.91 -0.11 0.89
H -5.8734 -0.1417 0.7976 0.36 0.36 -0.02 0.40
H -4.9736 -3.9645 0.1341 0.36 0.17 -0.10 0.36
C 4.9732 1.6751 2.1597 -0.84 -0.44 1.10 -1.61
H 0.2099 0.2416 4.1478 0.19 0.10 -0.02 0.35
H -4.2500 1.0267 2.3401 0.04 -0.04 -0.25 0.36
H -2.9775 2.0883 1.6773 -0.79 -0.08 -0.08 0.31
```
Forces are in eV/Å.

Computed properties:
**HOMO energy (spin up / spin down)**: -14.67 / -14.59 eV
**Charge**: +2
**Orbital gap (spin up / spin down)**: 4.9 / 4.8 eV

The evaluated total energy for the records listed, in turn: -4705.232431 -3486.067746 -3296.752191 hartree.